1.
A molecular structure, C25H51AsHgO3SSi at a distorted geometry, computed with the ωB97M-V functional and the def2-TZVPD basis.

CARTESIAN COORDINATES (ANGSTROEM)
Hg  12.9932  -11.0232  8.0864
As  9.9880  -9.2641  8.3837
S  15.1898  -9.5553  8.7064
Si  14.9635  -9.2658  10.8296
O  16.3242  -9.7479  11.5806
O  14.7398  -7.7335  11.2922
O  13.6642  -10.1590  11.2448
C  14.7528  -11.2245  4.4211
C  12.0792  -8.7545  12.3392
C  13.7844  -10.2856  13.6381
C  18.0417  -10.9431  12.6498
C  13.3861  -13.2172  5.4231
C  8.6301  -7.9519  8.9829
C  12.0197  -13.6464  5.3496
C  9.8714  -12.7516  4.1973
C  12.2501  -11.7279  4.1078
C  13.5257  -12.0207  4.6709
C  8.7168  -10.7106  7.7018
C  14.5193  -13.9071  6.1181
C  11.4291  -14.7847  6.1001
C  15.0563  -5.5067  12.0488
C  14.8296  -6.0176  9.6580
C  11.9189  -10.5138  3.3014
C  17.4316  -10.7411  11.3156
C  16.9277  -6.7521  10.9033
C  18.4373  -10.1033  10.3671
C  16.8133  -12.0316  10.7394
C  10.2866  -8.4589  6.5553
C  12.8140  -10.0642  12.4736
C  11.8709  -11.2281  12.3059
C  11.3260  -12.7264  4.5368
C  15.4536  -6.4805  10.9695
H  9.2394  -11.6123  7.3671
H  17.4641  -5.7910  11.1317
H  15.8935  -12.3716  11.2376
H  14.3085  -11.2492  13.4859
H  15.4803  -5.7385  13.0421
H  18.5593  -10.0150  13.0757
H  15.3078  -13.2007  6.3562
H  14.6440  -10.6207  3.4903
H  18.7038  -9.1316  10.7762
H  15.2427  -5.0602  9.3313
H  9.2965  -8.3280  6.0369
H  10.8922  -9.1516  5.9920
H  14.9916  -10.5018  5.2499
H  10.7483  -7.4780  6.6318
H  18.8561  -11.7242  12.5753
H  18.0557  -10.0375  9.3173
H  9.3667  -13.7433  4.3902
H  7.9933  -10.9773  8.4767
H  14.4865  -9.4509  13.7692
H  10.5439  -15.1797  5.5355
H  12.7969  -7.9395  12.3947
H  11.1516  -9.8360  3.7322
H  9.6766  -12.4114  3.1629
H  16.6019  -11.8715  9.6572
H  17.3132  -11.2632  13.3904
H  11.2282  -11.0755  11.4119
H  14.2083  -14.4499  7.0500
H  12.3979  -12.1935  12.2333
H  14.9718  -14.6604  5.4246
H  7.9387  -7.7047  8.1466
H  19.3322  -10.7315  10.3119
H  11.3155  -8.5907  13.1317
H  8.0576  -8.3110  9.8515
H  11.0674  -14.4585  7.1095
H  11.5596  -8.7140  11.4000
H  15.6614  -11.8422  4.3692
H  17.2614  -7.4471  11.6725
H  13.2304  -10.4314  14.6185
H  17.5737  -12.8117  10.8090
H  17.2475  -7.1612  9.9447
H  15.0526  -6.7066  8.8051
H  9.1562  -7.0045  9.3038
H  11.6472  -10.8105  2.2740
H  15.4014  -4.5021  11.7274
H  11.2231  -11.3368  13.2021
H  12.1523  -15.6298  6.2634
H  13.7161  -5.8599  9.7409
H  12.8133  -9.9044  3.2829
H  13.9867  -5.4091  12.1963
H  9.4060  -12.0182  4.8864
H  8.1327  -10.2383  6.9118

## Properties
Frontier orbital gap (spin up / spin down) in eV: 5.68 / 4.48
Highest occupied orbital energy (spin up / spin down) in eV: -2.87 / -2.83
Net charge: -1
2S+1: 2
Lowest unoccupied orbital energy (spin up / spin down) in eV: 2.82 / 1.65

2.
A molecular structure, C25H51BrF5KN4O5SSi, computed with the ωB97M-V functional and the def2-TZVPD basis.

CARTESIAN COORDINATES (ANGSTROEM)
Br  -2.7248  -0.7613  2.9809
K  -1.0336  -0.2416  0.4697
S  2.1047  -1.8073  1.0453
Si  2.7551  -0.4392  2.4176
F  -6.7531  0.8834  -4.9710
F  -2.4489  2.2081  -3.5559
F  -6.7988  -1.0135  -2.9982
F  -4.5396  2.4751  -5.2169
F  -4.7234  -1.3070  -1.3147
O  -0.1914  -2.3249  -1.1937
O  1.7298  0.8492  2.4707
O  2.9598  -0.9759  3.9776
O  4.2572  0.2135  2.1120
O  -2.5034  0.3168  -1.5175
N  -0.0152  2.7885  -0.7354
N  2.9400  0.5286  -1.5172
N  -2.4271  2.1735  1.1311
N  0.3975  0.6131  -3.0239
C  1.6208  0.0538  -3.5783
C  -1.4325  4.7555  -0.3597
C  2.7092  2.3003  4.1431
C  5.6452  -0.5833  0.3512
C  -2.8426  4.1234  -0.3212
C  0.6916  -1.3355  4.7306
C  -3.5186  1.4002  -3.3743
C  0.4960  2.7575  3.0633
C  6.5635  0.5350  2.4025
C  -4.5849  1.5435  -4.2399
C  -4.6544  -0.3497  -2.2591
C  5.4976  -0.4133  1.8605
C  2.1449  -1.7885  4.8103
C  2.6918  -1.5902  6.2208
C  -0.4536  4.0576  -1.3011
C  -5.7202  -0.2116  -3.1218
C  -1.3116  -3.1378  -0.8634
C  -5.7022  0.7399  -4.1275
C  2.2744  -3.2539  4.4061
C  2.5026  -0.4969  -2.4641
C  5.6092  -1.7701  2.5558
C  -3.1979  3.4027  0.9787
C  -3.4835  0.4555  -2.3171
C  2.5924  2.9670  1.7165
C  1.9026  2.2128  2.8480
H  4.8212  -1.1937  -0.0231
H  -1.1041  -4.2005  -1.0229
H  0.5137  -2.4620  -0.5372
H  -0.0267  2.1549  3.8103
H  6.4424  0.6475  3.4825
H  -4.2818  3.2271  1.0019
H  3.5954  2.5657  1.5490
H  -2.9468  3.4088  -1.1475
H  5.6081  0.3929  -0.1377
H  -2.9649  4.0591  1.8235
H  -0.1219  -0.0794  -2.4971
H  3.3507  -1.0174  -2.9256
H  -2.6021  1.7307  2.0312
H  -1.6351  -3.0019  0.1746
H  2.6669  4.0292  1.9681
H  0.5424  3.7954  3.4094
H  -0.9972  4.7381  0.6453
H  1.4473  -0.7502  -4.3103
H  0.4547  2.2279  -1.4460
H  -0.0681  2.7213  2.1304
H  1.9324  -1.2562  -1.9229
H  -3.5974  4.8973  -0.4902
H  2.5612  -0.5512  6.5326
H  -0.2321  0.9642  -3.7341
H  3.7060  1.8773  4.0039
H  3.3094  -3.5893  4.5257
H  3.7588  -1.8270  6.2412
H  -2.7477  1.5021  0.4385
H  0.0556  -1.9393  5.3820
H  0.6035  -0.2876  5.0259
H  -0.9395  3.9500  -2.2831
H  -2.1341  -2.8391  -1.5120
H  2.2047  1.7396  4.9337
H  2.1705  -2.2407  6.9292
H  2.7559  0.2224  -0.5655
H  6.5952  -1.0683  0.1045
H  7.5665  0.1513  2.1946
H  -0.8475  2.2694  -0.4711
H  0.4249  4.6952  -1.4489
H  2.0034  2.8654  0.8021
H  4.8660  -2.4657  2.1576
H  1.9885  -3.3826  3.3613
H  2.8053  3.3440  4.4556
H  2.1641  0.8550  -4.0912
H  6.4550  1.5178  1.9392
H  -1.5160  5.8046  -0.6607
H  3.9343  0.6931  -1.5850
H  6.6097  -2.1814  2.3972
H  0.3009  -1.4279  3.7161
H  5.4300  -1.6581  3.6270
H  1.6269  -3.8706  5.0350

## Properties
Frontier orbital gap in eV: 7.06
Highest occupied orbital energy in eV: -2.93
Net charge: -2
Lowest unoccupied orbital energy in eV: 4.13

3.
A molecular structure, C25H51F4N2OSi4Ti at a distorted geometry, computed with the ωB97M-V functional and the def2-TZVPD basis.

CARTESIAN COORDINATES (ANGSTROEM)
Ti  0.0725  -0.3950  -0.1554
Si  -0.9139  1.8736  2.5372
Si  -0.2626  -2.8520  0.7854
Si  -2.3001  1.4068  -0.1995
Si  0.5991  2.7968  -0.0437
F  4.9974  -0.7714  -0.1335
F  2.1838  -0.6988  4.5182
F  0.8414  -0.4832  2.2007
F  6.2170  -1.0809  2.1510
O  -1.9773  -0.2556  -0.7224
N  0.6076  -0.9023  -2.9442
N  1.9821  -0.7087  -0.1960
C  -1.1093  -3.0082  2.5175
C  -3.9781  1.3292  0.7154
C  2.3478  2.6194  0.7276
C  -1.1829  -4.2420  -0.2188
C  -0.6182  1.4980  0.6669
C  2.2115  -0.6207  2.1773
C  1.4575  -3.7152  1.0941
C  2.5322  -1.3692  -1.3844
C  4.8928  -0.9367  2.1780
C  -0.0468  4.5841  0.1349
C  2.8036  -0.7000  0.8959
C  0.2752  -0.1284  -4.1629
C  -1.1792  -2.5251  -3.6088
C  -1.1313  0.4736  -4.1269
C  4.2181  -0.8101  0.9700
C  2.0570  -0.7970  -2.7151
C  0.6080  2.3001  3.6058
C  0.2645  -2.3204  -3.1708
C  -2.7400  2.5222  -1.6988
C  0.8284  2.4417  -1.9159
C  -3.0971  -1.1038  -0.9398
C  4.2503  -0.9145  3.4030
C  -2.0410  3.3991  2.7926
C  2.8805  -0.7371  3.3787
C  -1.8074  0.3387  3.2440
H  1.8457  2.6537  -2.2323
H  -2.7497  0.6127  3.7031
H  0.9395  -2.7444  -3.9320
H  -3.4059  2.0191  -2.3963
H  1.3804  1.5436  3.6136
H  0.2848  2.4237  4.6348
H  2.3531  0.2566  -2.7524
H  0.5286  5.2793  -0.4700
H  -0.7803  -4.4110  -1.2137
H  2.5992  -1.3282  -3.5159
H  0.0145  4.9210  1.1636
H  0.4330  -2.8615  -2.2348
H  2.4051  1.7809  1.4131
H  0.6051  1.3929  -2.1002
H  0.3962  -0.7696  -5.0435
H  -3.6750  -1.2060  -0.0180
H  -1.0790  -5.1812  0.3214
H  -1.0857  4.6614  -0.1727
H  -2.7661  -2.0948  -1.2439
H  -3.7424  -0.6827  -1.7158
H  0.1746  3.0381  -2.5423
H  -3.9518  0.7103  1.6025
H  1.9681  -3.9996  0.1760
H  4.7935  -1.0403  4.3203
H  -1.8473  -0.1218  -4.6880
H  -2.1209  -2.6160  2.5248
H  1.3142  -4.6302  1.6642
H  -1.4628  0.5367  -3.0912
H  -2.7106  3.2214  3.6307
H  -4.7684  0.9557  0.0681
H  3.6152  -1.2862  -1.4223
H  -1.4605  4.2834  3.0377
H  -1.3111  -2.3032  -4.6635
H  -4.2865  2.3185  1.0314
H  2.2992  -2.4430  -1.3286
H  1.0601  3.2380  3.3022
H  -2.2494  -4.0532  -0.3097
H  -1.8842  2.8742  -2.2613
H  3.1092  2.4743  -0.0329
H  -1.1758  -4.0555  2.7995
H  1.0045  0.6769  -4.2669
H  -0.5494  -2.4996  3.2948
H  -1.9972  -0.3982  2.4674
H  -3.2691  3.3986  -1.3353
H  -2.6492  3.6350  1.9254
H  -1.1244  1.4722  -4.5567
H  -1.4793  -3.5568  -3.4457
H  -1.2181  -0.1360  4.0186
H  -1.8287  -1.8741  -3.0349
H  2.6226  3.5073  1.2850
H  2.1404  -3.0959  1.6696

## Properties
Frontier orbital gap (spin up / spin down) in eV: 7.65 / 7.65
Highest occupied orbital energy (spin up / spin down) in eV: -11.47 / -11.47
Net charge: +1
Lowest unoccupied orbital energy (spin up / spin down) in eV: -3.83 / -3.82

4.
A molecular structure, C25H51FN3O6PSTl at a distorted geometry, computed with the ωB97M-V functional and the def2-TZVPD basis.

CARTESIAN COORDINATES (ANGSTROEM)
Tl  -7.0025  0.5367  -0.8341
S  -1.2478  1.6618  -2.8757
P  1.3442  -0.5390  -2.7473
F  -5.0085  -1.7201  -0.2539
O  -2.9139  1.6118  5.0973
O  -1.3200  0.7197  -4.0305
O  0.1989  1.8011  -2.0857
O  -1.5871  3.0318  -3.4010
O  -5.2100  0.5192  -0.0518
O  1.5723  0.2981  -4.2273
N  -2.6828  2.3731  -0.7565
N  3.0077  -1.0110  -2.3663
N  -2.5045  -3.8988  -3.3375
C  -1.1436  1.3293  3.4091
C  1.7890  -1.3664  0.6564
C  -1.9017  -0.1422  -0.8380
C  7.7245  -0.4502  0.8470
C  0.2572  -1.4417  0.1257
C  -2.9102  -0.4541  0.4117
C  -3.4315  4.7393  -1.0418
C  -2.0350  -1.4983  -1.7297
C  -0.3492  -0.0164  -0.3314
C  -4.1727  5.4349  0.2126
C  -2.4771  1.1567  -1.5412
C  3.2772  -3.0782  1.9758
C  -3.6797  -3.0912  -2.9119
C  -3.8778  3.1843  -1.2281
C  -0.4344  0.2631  2.4002
C  0.6388  0.6206  -1.4122
C  -3.1674  -1.5418  -2.8236
C  7.2759  0.8285  -0.0228
C  5.7819  -2.1699  1.5644
C  -0.2094  0.9511  0.9733
C  4.4522  -2.0870  2.4470
C  6.6583  -0.8526  1.9675
C  1.9050  -2.2065  2.0448
C  -4.4399  -0.4616  0.0172
C  -2.5975  0.8599  3.8898
H  -0.4265  -1.9888  0.8645
H  2.4855  -1.9410  -0.0479
H  7.1184  1.7511  0.6352
H  2.0316  -1.5408  2.9497
H  1.5927  0.9523  -0.8495
H  6.3524  0.6140  -0.6470
H  -2.6351  -1.4365  0.9128
H  -4.1358  -3.4440  -1.9373
H  6.4306  -3.0611  1.8687
H  -3.7380  5.2868  -1.9880
H  3.5404  -0.1307  -2.5051
H  -2.2432  -2.3529  -0.9907
H  -4.1477  6.5731  0.0972
H  0.5882  0.0763  2.8759
H  0.9402  -0.1449  -4.8421
H  -0.5114  1.3819  4.3653
H  8.0333  -1.3005  0.1651
H  -2.8308  -1.3069  -3.8924
H  7.1103  -0.9571  3.0131
H  4.0512  -1.0160  2.3245
H  4.7365  -2.1771  3.5422
H  3.4403  -3.5613  0.9648
H  -2.3007  4.8030  -0.9697
H  -2.2705  -4.5029  -2.5424
H  -1.0702  -1.7905  -2.2540
H  -3.5760  5.1829  1.1577
H  -0.8988  1.8491  0.9452
H  -3.7372  2.1129  4.9125
H  0.3467  -2.1901  -0.7488
H  -2.8353  0.3519  1.2266
H  -4.4652  -3.1076  -3.7477
H  -4.7845  3.0561  -0.5568
H  -3.3526  1.2352  3.1061
H  3.2416  -3.9286  2.7387
H  -5.2444  5.0627  0.2689
H  8.6701  -0.1075  1.4093
H  -4.0813  3.0603  -2.3341
H  5.9038  0.0125  2.0227
H  -1.1007  -0.6490  2.4099
H  -4.1032  -0.9299  -2.6446
H  -3.4537  1.0083  -2.1221
H  1.0656  -2.9748  2.1476
H  3.3484  -1.6621  -3.1022
H  -2.8590  2.2340  0.2396
H  0.8408  1.4107  1.0546
H  2.1904  -0.3147  0.7602
H  5.5961  -2.2016  0.4478
H  8.1188  1.1235  -0.7446
H  -2.7302  -4.4401  -4.1793
H  -1.1473  2.3876  2.9939
H  -2.6735  -0.2611  4.0345

## Properties
Frontier orbital gap in eV: 2.07
Highest occupied orbital energy in eV: -16.38
Net charge: +3
Lowest unoccupied orbital energy in eV: -14.31

5.
3 unconnected molecules or ions with the total composition C25H51I2N5O6 at a distorted geometry, computed with the ωB97M-V functional and the def2-TZVPD basis.

CARTESIAN COORDINATES (ANGSTROEM)
I  5.6872  -0.0044  2.0130
I  2.8158  -2.1738  -1.5897
O  -1.8902  0.6347  5.1513
O  5.4910  -1.1289  -3.7321
O  0.6467  0.2189  4.2546
O  8.2492  -0.6629  -7.2986
O  -7.1458  0.1103  3.5823
O  -9.4958  3.5306  1.7553
N  -8.0997  0.8636  0.8471
N  5.4449  -1.6016  -6.8402
N  0.2599  -2.4207  0.6713
N  1.3671  2.1800  0.3459
N  3.2371  2.2041  2.8782
C  -6.4599  -0.1671  2.3638
C  -1.5475  -0.7302  4.9945
C  -4.2528  0.1378  5.8659
C  6.8462  -0.8304  -4.0268
C  -2.8749  0.8206  6.1679
C  1.5207  -0.5892  2.0664
C  4.3336  -1.4670  -5.9002
C  5.8482  -0.3468  -7.4684
C  7.1657  -0.5001  -8.2106
C  -8.2140  -0.7831  3.8442
C  -9.1257  3.0288  3.0282
C  0.4784  0.2936  2.8459
C  4.5509  -0.6010  -4.6565
C  0.7436  -1.5959  1.2520
C  3.0681  1.3344  2.1964
C  2.0848  0.9181  -0.0380
C  -8.4979  2.0256  0.0547
C  -0.0044  -0.9254  4.7991
C  5.6067  -1.8712  -0.5085
C  -6.7234  0.9168  1.3314
C  4.2580  -1.0289  -0.4706
C  -8.5086  3.3923  0.7463
C  3.8731  -0.7639  1.0273
C  8.8161  -1.9612  -7.3147
C  2.6043  0.2102  1.2584
H  -8.7271  0.7879  1.6374
H  9.7329  -1.9328  -6.7259
H  9.0636  -2.2750  -8.3321
H  -5.3911  -0.1589  2.6015
H  -8.5557  -0.6054  4.8639
H  -4.5305  -0.4891  6.7323
H  0.4933  -1.1288  5.7672
H  -0.5421  -0.0749  2.5885
H  4.5257  -0.0622  -0.9378
H  6.4652  -1.2297  -0.7635
H  3.5992  -0.5697  -4.1191
H  3.4544  -1.1027  -6.4394
H  -8.7645  4.1343  -0.0157
H  -9.5164  1.8301  -0.2961
H  -9.4355  1.9866  3.1346
H  -6.0441  0.7776  0.4856
H  0.1422  -1.7872  4.1065
H  5.0728  -0.0392  -8.1758
H  2.8769  1.2310  -0.7337
H  1.5627  2.8343  -0.4071
H  7.3591  0.4271  -8.7586
H  -6.4998  1.8823  1.8002
H  6.9621  0.1391  -4.5163
H  -7.8923  -1.8244  3.7593
H  -9.0561  -0.6008  3.1687
H  -7.5216  3.6805  1.1258
H  -3.0032  1.9040  6.3281
H  2.0702  -1.1692  2.8387
H  -4.2708  -0.4528  4.9342
H  4.0923  -2.4777  -5.5549
H  -5.0292  0.9260  5.7908
H  -6.7013  -1.1613  1.9766
H  7.2884  -1.6203  -4.6377
H  0.3684  2.0158  0.4223
H  8.1419  -2.6927  -6.8570
H  -1.8276  -1.3241  5.8952
H  7.1236  -1.3108  -8.9438
H  -7.8658  2.0813  -0.8363
H  1.3222  0.3040  -0.5604
H  5.7478  -2.4886  0.3935
H  6.2351  -1.9934  -6.3441
H  -2.1032  -1.1499  4.1299
H  -8.0546  3.1283  3.2191
H  5.9766  0.4504  -6.7267
H  0.4909  1.3644  2.5872
H  3.6765  -1.7435  1.5022
H  -9.6643  3.6033  3.7838
H  4.7907  0.4398  -4.9030
H  -2.4703  0.3763  7.1080
H  7.3969  -0.8079  -3.0841
H  5.5060  -2.5839  -1.3530

## Properties
Frontier orbital gap in eV: 8.72
Highest occupied orbital energy in eV: -8.74
SMILES: CCOCCOC[C@@H](C#N)[C@](C#N)(CN)[C@H](I)[C@@H](C)I.COCCNCCOC.COCCNCCOC
Lowest unoccupied orbital energy in eV: -0.02